3 unconnected molecules or ions with the total composition C18H24F4N2O11S, computed with ωB97M-V/def2-TZVPD.

Geometry as XYZ:
```
60
Properties=species:S:1:pos:R:3
C -4.828 1.929 -2.091
O -3.688 1.968 -1.281
C -3.600 0.859 -0.383
C -2.172 0.441 -0.326
C -1.610 -0.456 -1.143
C -2.326 -1.241 -2.191
C -3.047 -2.429 -1.566
F -2.134 -3.335 -1.063
C -0.152 -0.748 -1.013
O 0.297 -1.793 -1.450
C 0.740 0.280 -0.378
C 2.181 0.280 -0.747
C 2.940 -1.004 -0.383
C 3.593 -0.939 1.000
C 4.092 -2.319 1.388
O 3.043 -3.295 1.520
C 2.244 -3.041 2.594
O 2.337 -3.631 3.633
C 0.128 1.137 0.453
S 1.093 2.418 1.238
O 2.165 1.851 2.002
O 1.457 3.374 0.231
C 0.059 3.336 2.481
F -1.001 3.925 1.912
F -0.310 2.544 3.502
F 0.914 4.285 2.929
C -1.323 1.059 0.713
O -1.810 1.476 1.745
H -4.905 1.009 -2.671
H -5.748 2.038 -1.518
H -4.794 2.751 -2.789
H -3.943 1.190 0.589
H -4.242 0.070 -0.748
H -1.629 -1.629 -2.918
H -3.094 -0.640 -2.655
H -3.640 -2.944 -2.311
H -3.671 -2.119 -0.739
H 2.217 0.398 -1.828
H 2.714 1.119 -0.331
H 2.337 -1.894 -0.467
H 3.742 -1.117 -1.103
H 4.469 -0.307 0.913
H 2.933 -0.518 1.748
H 4.673 -2.277 2.301
H 4.723 -2.690 0.593
H 1.413 -2.352 2.405
C -1.382 -6.357 -1.469
N -2.056 -7.115 -2.559
O -2.938 -6.554 -3.172
O -1.676 -8.244 -2.762
H -1.827 -5.373 -1.412
H -1.529 -6.912 -0.548
H -0.327 -6.297 -1.718
C 2.419 6.527 1.670
N 3.048 7.875 1.716
O 2.359 8.832 1.442
O 4.216 7.921 2.029
H 1.382 6.642 1.380
H 2.967 5.935 0.944
H 2.507 6.098 2.660
```

Properties
HOMO-LUMO gap: 8.284 eV
LUMO: -2.360 eV
Strongest force on any atom: 1.4 eV/A
SMILES string: COCC1=C(CCF)C(=O)C(CCCCOC=O)=C(S(=O)(=O)C(F)(F)F)C1=O.C[N+](=O)[O-].C[N+](=O)[O-]

11 unconnected molecules or ions with the total composition C44H71N5O12, computed with ωB97M-V/def2-TZVPD.

Geometry as XYZ:
```
132
Properties=species:S:1:pos:R:3
O 6.117 3.032 -2.026
C 5.272 3.337 -1.180
O 5.529 4.155 -0.165
C 4.393 4.520 0.577
C 3.284 4.195 -0.440
C 3.772 3.088 -1.235
H 4.439 5.584 0.811
H 4.279 3.892 1.460
H 3.155 5.123 -0.997
H 2.353 3.888 0.036
H 3.525 3.062 -2.296
H 3.579 2.144 -0.725
O 1.532 -2.429 -1.799
C 1.786 -3.568 -2.184
O 0.897 -4.500 -2.485
C 1.380 -5.829 -2.596
C 2.927 -5.723 -2.630
C 3.179 -4.257 -2.276
H 0.997 -6.228 -3.535
H 0.942 -6.424 -1.795
H 3.230 -5.941 -3.654
H 3.386 -6.415 -1.924
H 3.825 -3.706 -2.960
H 3.622 -4.216 -1.281
O -4.708 1.745 3.976
C -4.058 2.605 3.386
O -4.650 3.543 2.593
C -3.736 4.529 2.141
C -2.468 4.220 2.887
C -2.558 2.754 3.270
H -4.036 5.568 2.271
H -3.583 4.405 1.069
H -2.241 4.754 3.809
H -1.591 4.407 2.267
H -2.083 2.584 4.236
H -2.186 2.014 2.562
O -2.927 -5.219 1.341
C -1.722 -4.927 1.266
O -1.151 -3.955 2.021
C 0.249 -3.868 1.855
C 0.566 -5.293 1.343
C -0.678 -5.617 0.410
H 0.788 -3.557 2.750
H 0.423 -3.135 1.068
H 0.682 -5.966 2.193
H 1.442 -5.296 0.694
H -0.867 -6.690 0.458
H -0.635 -5.263 -0.620
O -6.610 -3.072 3.154
C -5.923 -2.256 2.529
O -5.703 -2.481 1.208
C -4.858 -1.410 0.722
C -4.390 -0.686 1.999
C -5.305 -1.006 3.074
H -5.412 -0.738 0.067
H -3.976 -1.867 0.273
H -4.339 0.373 1.743
H -3.395 -1.032 2.279
H -6.132 -0.305 3.185
H -4.958 -1.137 4.099
O -1.080 -0.149 2.904
C -0.554 -0.205 1.783
O -1.266 -0.219 0.603
C -0.489 -0.219 -0.540
C 0.895 0.217 -0.024
C 0.933 -0.259 1.443
H -0.770 0.425 -1.374
H -0.482 -1.254 -0.882
H 0.865 1.306 0.019
H 1.758 -0.071 -0.624
H 1.544 0.353 2.107
H 1.280 -1.291 1.409
C -2.685 -3.516 -2.933
C -3.577 -4.207 -1.969
C -3.906 -5.662 -2.358
C -2.630 -6.454 -2.529
N -1.656 -7.072 -2.663
H -1.716 -4.012 -2.981
H -2.403 -2.499 -2.661
H -3.062 -3.550 -3.955
H -4.508 -3.677 -1.770
H -3.073 -4.262 -1.004
H -4.528 -5.657 -3.253
H -4.486 -6.190 -1.601
C -1.249 4.004 -1.097
C -0.199 5.097 -1.095
C -0.821 6.500 -1.274
C -1.655 6.883 -0.164
N -2.292 7.262 0.743
H -1.718 3.931 -2.078
H -1.989 4.189 -0.319
H -0.810 3.041 -0.838
H 0.546 4.883 -1.861
H 0.380 5.078 -0.172
H -1.396 6.619 -2.192
H -0.035 7.246 -1.390
C 5.270 -1.430 -1.371
C 5.875 -1.770 -0.017
C 5.090 -1.351 1.275
C 4.505 0.023 1.402
N 4.081 1.092 1.479
H 4.320 -1.956 -1.465
H 5.898 -1.753 -2.201
H 5.053 -0.382 -1.577
H 6.804 -1.200 -0.011
H 6.185 -2.807 0.115
H 5.714 -1.515 2.154
H 4.193 -1.958 1.404
C -0.996 -0.520 -4.581
C -1.839 0.736 -4.300
C -1.048 2.040 -4.423
C 0.030 2.146 -3.400
N 0.950 2.269 -2.671
H -0.499 -0.454 -5.548
H -1.624 -1.407 -4.495
H -0.238 -0.666 -3.811
H -2.318 0.700 -3.322
H -2.638 0.755 -5.041
H -1.738 2.836 -4.144
H -0.687 2.177 -5.442
C 1.301 2.394 4.466
C 2.230 3.006 3.422
C 2.501 4.490 3.680
C 1.205 5.192 3.596
N 0.213 5.766 3.524
H 1.225 1.318 4.308
H 0.294 2.789 4.603
H 1.843 2.493 5.406
H 1.720 2.812 2.479
H 3.129 2.406 3.281
H 3.172 4.877 2.914
H 2.985 4.735 4.626
```

Properties
HOMO-LUMO gap: 8.935 eV
LUMO: -0.133 eV
Strongest force on any atom: 4.8 eV/A
SMILES string: O=C1CCCO1.O=C1CCCO1.O=C1CCCO1.O=C1CCCO1.O=C1CCCO1.O=C1CCCO1.CCCC#N.CCCC#N.CCCC#N.CCCC#N.CCCC#N

A single C3H7NO molecule, computed with ωB97M-V/def2-TZVPD.

Geometry as XYZ:
```
12
Properties=species:S:1:pos:R:3
O 2.110 0.297 0.953
C 0.991 -0.095 1.135
C 0.035 -0.360 -0.056
C -1.293 0.435 0.121
N 0.724 -0.081 -1.241
H 0.695 -0.541 2.105
H -0.318 -1.405 0.011
H -1.304 1.350 0.730
H -2.134 -0.121 0.554
H -1.586 0.633 -0.910
H 0.421 -0.396 -2.130
H 1.660 0.285 -1.273
```

Properties
HOMO-LUMO gap: 9.917 eV
LUMO: 0.964 eV
Strongest force on any atom: 2.2 eV/A
ΔE to the lowest compared entry with this formula, charge and spin: 36.8 kcal/mol
SMILES string: C[C@@H](N)C=O

Question: What is the strongest force on any atom in the first record?
Answer: 1.4 eV/A

Question: Which of these has the lowest strongest force on any atom?
Answer: C18H24F4N2O11S

Question: Among the records above, which one has the highest strongest force on any atom?
Answer: C44H71N5O12

Question: Which of these has the lowest LUMO?
Answer: C18H24F4N2O11S